DFT (ωB97M-V/def2-TZVPD) results for C6H10 in the gas phase at a distorted geometry.

Positions of all 16 atoms, in Å:
C: 1.2753 0.1713 0.6210
C: -0.0023 -0.2299 -0.1330
C: -0.5534 -1.4418 0.4527
C: -2.2644 0.9312 -0.6393
C: 2.5204 -0.0550 0.1511
C: -0.8554 0.9984 -0.4705
H: -2.9378 -0.0279 -0.5312
H: 3.5421 -0.0664 0.7243
H: 0.1865 -2.2150 0.6389
H: 1.0564 0.3869 1.6402
H: -2.8918 1.8382 -0.9837
H: 2.5516 -0.4363 -0.9255
H: -0.2618 2.0155 -0.5464
H: -1.1689 -1.2424 1.3730
H: -1.3187 -1.9859 -0.1946
H: 0.5206 -0.5113 -1.0873

Calculated values
- Relative energy (zero: lowest compared OMol25 entry of this formula, charge and spin): 55.9 kcal/mol
- Gap between HOMO and LUMO: 10.45 eV

DFT (ωB97M-V/def2-TZVPD) results for C6H10 in the gas phase at a distorted geometry.

Positions of all 16 atoms, in Å:
C: 0.0560 -1.4293 2.6944
C: -0.3364 -1.6657 1.4704
C: 0.4964 1.9838 -1.2116
C: -0.2528 0.8600 -0.4976
C: 0.4897 -0.4873 -0.5867
C: -0.2058 -1.6080 0.1018
H: 1.4969 2.1239 -0.7824
H: -0.0422 2.9345 -1.1237
H: -0.3812 1.1086 0.5647
H: 1.4768 -0.3603 -0.1156
H: 0.6378 -0.7561 -1.6398
H: -0.7640 -2.3263 -0.4976
H: -1.2596 0.7463 -0.9239
H: -1.4364 -1.7465 1.3181
H: 0.6165 1.7625 -2.2800
H: -0.5915 -1.1400 3.5096

Calculated values
- Relative energy (zero: lowest compared OMol25 entry of this formula, charge and spin): 112.2 kcal/mol
- Gap between HOMO and LUMO (alpha / beta): 7.30 / 8.13 eV

DFT (ωB97M-V/def2-TZVPD) results for C6H10 in the gas phase at a distorted geometry.

Positions of all 16 atoms, in Å:
C: -0.6545 0.4094 0.6459
C: -0.9267 -0.8562 1.4209
C: 0.7725 0.9128 0.5581
C: 1.3507 0.2989 -1.0791
C: 0.3967 -0.7075 -1.4719
C: -0.3704 0.3576 -0.8210
H: -1.3842 1.1894 0.8673
H: 0.4337 -1.6535 -0.9653
H: -0.9188 1.0101 -1.4581
H: -0.8980 -0.6809 2.5005
H: 1.5227 0.3371 1.0700
H: -0.1828 -1.6201 1.2007
H: 1.5897 1.0748 -1.7949
H: -1.9059 -1.2618 1.1657
H: 0.1950 -0.7640 -2.5309
H: 0.8980 1.9854 0.6879

Calculated values
- Relative energy (zero: lowest compared OMol25 entry of this formula, charge and spin): 91.2 kcal/mol
- Gap between HOMO and LUMO: 8.54 eV

DFT (ωB97M-V/def2-TZVPD) results for C6H10 in the gas phase at a distorted geometry.

Positions of all 16 atoms, in Å:
C: 1.9406 -0.0104 -0.4419
C: 0.6139 0.2796 0.2169
C: -1.1394 -0.7851 -0.3332
C: -0.3981 -0.1349 -1.0498
C: -2.2239 -1.5703 0.0782
C: 0.3074 1.7536 0.3487
H: -0.6499 1.9303 0.8507
H: 2.0967 -1.0816 -0.5929
H: 1.9984 0.4612 -1.4298
H: 2.7920 0.3531 0.1456
H: 0.2640 2.2056 -0.6500
H: 1.1519 2.1963 0.8885
H: -3.2265 -1.4225 -0.3326
H: -1.8238 -2.5827 -0.0814
H: 0.6490 -0.1531 1.2192
H: -2.3524 -1.4391 1.1640

Calculated values
- Relative energy (zero: lowest compared OMol25 entry of this formula, charge and spin): 94.5 kcal/mol
- Gap between HOMO and LUMO: 10.16 eV

What did the third record say?
DFT (ωB97M-V/def2-TZVPD) results for C6H10 in the gas phase at a distorted geometry.

Positions of all 16 atoms, in Å:
C: -0.6545 0.4094 0.6459
C: -0.9267 -0.8562 1.4209
C: 0.7725 0.9128 0.5581
C: 1.3507 0.2989 -1.0791
C: 0.3967 -0.7075 -1.4719
C: -0.3704 0.3576 -0.8210
H: -1.3842 1.1894 0.8673
H: 0.4337 -1.6535 -0.9653
H: -0.9188 1.0101 -1.4581
H: -0.8980 -0.6809 2.5005
H: 1.5227 0.3371 1.0700
H: -0.1828 -1.6201 1.2007
H: 1.5897 1.0748 -1.7949
H: -1.9059 -1.2618 1.1657
H: 0.1950 -0.7640 -2.5309
H: 0.8980 1.9854 0.6879

Calculated values
- Relative energy (zero: lowest compared OMol25 entry of this formula, charge and spin): 91.2 kcal/mol
- Gap between HOMO and LUMO: 8.54 eV

Which formula does entry 3 have? C6H10

relative energy (zero: lowest compared OMol25 entry of this formula, charge and spin) of number 4 (C6H10)? 94.5 kcal/mol

Which formula does entry 2 have? C6H10